[1]
Computed, not measured: a cluster of 2 separate species, C21H22B2Cl3F3NO4 in total at a distorted geometry, with ωB97M-V/def2-TZVPD.

Geometry as XYZ:
```
56
Properties=species:S:1:pos:R:3:forces:R:3
Cl 3.42933 2.81074 -3.46615 0.247 -0.509 -0.076
B 3.69644 0.99466 -3.74930 -0.516 0.217 -0.582
Cl 2.17881 0.21177 -4.53413 0.574 0.179 0.284
Cl 5.20769 0.63364 -4.77287 -0.199 0.027 0.333
O 3.87511 0.39838 -2.35781 0.268 -1.720 0.425
C 4.05050 -0.85305 -2.14452 -0.063 1.354 0.162
C 4.18218 -1.37960 -0.81500 0.040 0.071 0.396
C 4.36494 -2.77187 -0.68974 -0.220 0.268 -0.249
C 4.43910 -3.36351 0.55958 0.076 0.037 0.240
C 4.33814 -2.56617 1.70721 -0.042 -0.022 -0.461
C 4.17293 -1.17802 1.60060 0.033 0.171 -0.203
C 4.10267 -0.56969 0.35276 -0.076 -0.517 -0.293
H 4.12458 -1.54315 -2.99719 -0.143 0.296 0.130
H 4.40371 -3.36340 -1.60625 -0.015 0.034 0.333
H 4.55974 -4.44643 0.64243 -0.082 0.417 0.009
H 4.37603 -3.03443 2.69181 -0.041 0.160 -0.281
H 4.08750 -0.56908 2.50269 0.003 -0.219 -0.307
H 3.96703 0.50403 0.24517 -0.034 -0.223 0.054
C 0.01379 4.42697 -3.68678 -0.617 -0.131 0.661
O -1.01425 4.35327 -2.66615 0.502 0.479 -0.755
C -1.07269 3.21538 -1.92587 0.175 -1.497 0.777
C -0.15849 2.14521 -2.08019 -0.479 1.226 -0.257
C -0.30735 1.02721 -1.27757 -0.443 -0.356 0.643
C -1.33602 0.94867 -0.31121 -0.001 -0.038 -0.134
N -1.22981 -0.31516 0.31735 -0.757 0.490 0.404
C -2.01768 -0.82228 1.39155 1.057 -0.698 -0.397
O -1.79952 -1.88277 1.93712 -0.497 1.302 -0.499
O -3.01901 0.02396 1.73045 -0.340 -0.254 0.412
C -3.92771 -0.41380 2.82129 0.183 0.069 -0.201
C -3.15483 -0.62644 4.10397 0.414 -0.154 0.382
C -4.68548 -1.65540 2.40356 -0.082 -0.462 -0.240
C -4.91122 0.72029 3.02306 -0.164 0.480 -0.149
C -0.16022 -1.00682 -0.27740 0.115 -0.189 -0.180
B 0.24542 -2.50933 0.20025 -0.327 1.944 -1.118
F 1.26430 -2.86355 -0.70986 0.757 -0.857 0.037
F 0.74408 -2.30694 1.48382 0.669 -1.123 0.775
F -0.85419 -3.33906 0.04342 0.175 -0.956 0.238
C 0.41842 -0.21165 -1.22766 -0.416 0.319 0.224
C -2.24501 1.97934 -0.15572 -0.062 0.375 -0.070
C -2.11528 3.11285 -0.95183 0.762 0.216 -0.803
H -0.12286 5.40386 -4.15746 0.052 -0.196 0.077
H 1.01773 4.34905 -3.24644 -0.282 0.028 -0.103
H -0.12065 3.62540 -4.42705 0.059 0.171 0.161
H 0.66236 2.16726 -2.80167 -0.370 0.077 0.218
H -2.64662 0.30184 4.39531 -0.047 -0.194 -0.042
H -3.84573 -0.90910 4.90857 0.055 0.113 -0.157
H -2.42053 -1.42621 3.98042 -0.131 0.230 0.118
H -5.26925 -1.45282 1.49635 0.138 -0.087 0.145
H -3.99742 -2.48577 2.22285 -0.189 0.149 -0.018
H -5.38018 -1.94759 3.20136 0.103 0.108 -0.123
H -5.49532 0.90996 2.11410 0.166 0.011 0.130
H -5.61362 0.44973 3.82293 0.185 0.011 -0.176
H -4.39984 1.64291 3.32437 -0.074 -0.151 -0.133
H 1.24668 -0.39109 -1.90546 -0.243 -0.475 0.367
H -3.04148 1.90123 0.56996 0.039 0.146 -0.103
H -2.80697 3.94655 -0.85302 0.103 -0.146 -0.024
```
Forces are in eV/Å.

## Properties
largest force on an atom	0.0441	Eh/bohr
E_LUMO	0.02169	Ha
net charge	-1
energy	-78897.9749	eV
orbital gap	5.16	eV
HOMO level	-0.16807	Ha

Here are the Löwdin charges for atoms 1 to 2, given in e: Cl 0.524; B -1.836

=====

[2]
Computed, not measured: a structure of composition C35H42ClLaN3O4 at a distorted geometry, with ωB97M-V/def2-TZVPD.

Geometry as XYZ:
```
86
Properties=species:S:1:pos:R:3:forces:R:3
La -0.20694 -0.00033 -0.21346 0.814 -0.340 -1.242
Cl -2.24863 0.08179 1.30965 -1.548 0.022 2.029
N 0.14344 2.23177 -0.12888 -0.994 3.572 -0.790
N -0.04213 -2.22370 0.22721 -0.577 -3.345 -0.601
C -0.85304 3.00518 -0.54729 2.111 -2.242 0.604
C -0.83082 -3.06165 -0.43007 1.447 2.499 0.735
C 1.14546 3.00044 0.60616 -0.482 0.025 -0.358
C 0.36879 4.30656 0.81199 -0.330 0.383 0.125
C 2.36801 3.08868 -0.28625 0.259 0.312 -0.319
C 1.51093 2.32126 1.90842 -0.181 0.311 0.699
H 2.08124 3.12165 -1.34220 0.116 0.188 0.095
H 2.99344 2.20366 -0.13532 -0.042 0.110 -0.067
H 2.94279 3.97899 -0.02347 0.201 -0.026 -0.086
H 0.66420 2.41886 2.59837 0.316 -0.190 -0.034
H 2.40248 2.78555 2.35346 -0.094 -0.009 -0.159
H 1.73060 1.24584 1.80795 -0.035 0.328 -0.182
C 0.81102 -2.92929 1.17774 -0.544 -0.094 -0.337
C 0.63872 -4.36313 0.67146 -0.293 -0.454 -0.391
C 0.22935 -2.69792 2.55490 -0.132 -0.099 0.326
C 2.24120 -2.40074 1.10109 0.283 -0.279 0.058
H 2.61224 -2.40384 0.06933 -0.067 -0.056 0.143
H 2.89622 -3.02850 1.71799 0.005 0.079 -0.061
H 2.32694 -1.37733 1.49619 -0.194 -0.281 -0.066
H -0.83236 -2.97436 2.58242 0.188 -0.051 0.000
H 0.28888 -1.63569 2.82058 -0.063 -0.145 0.103
H 0.79364 -3.28036 3.28875 -0.158 0.043 -0.014
O -0.57821 -4.33308 -0.20394 0.800 -1.112 0.635
H 0.46782 -5.10606 1.45560 -0.094 0.143 -0.181
H 1.48173 -4.67357 0.04439 -0.220 -0.032 -0.046
O -0.77219 4.25330 -0.14921 0.389 0.838 0.409
H 0.95101 5.21170 0.61971 -0.258 -0.073 -0.154
H -0.08117 4.34385 1.81131 0.053 -0.044 -0.216
C -1.99397 2.47924 -1.38628 -0.276 0.114 -0.105
C -1.91896 -2.60078 -1.37108 -0.296 -0.116 -0.138
C -1.64234 -1.29632 -2.13212 0.933 -1.516 -0.671
H -2.82409 -2.45671 -0.74614 0.156 -0.056 -0.173
H -2.12994 -3.42716 -2.07224 0.057 0.252 0.314
C -2.14348 -0.06700 -1.65724 -2.480 0.419 2.424
C -1.69643 1.17896 -2.14507 0.475 1.129 -1.475
H -2.72287 -0.07872 -0.71076 -0.292 0.025 -1.480
C -0.98000 1.18700 -3.34574 -0.683 0.931 1.625
C -0.66358 -0.04400 -3.92340 0.867 -0.829 -1.705
C -0.56395 2.47661 -3.98760 0.270 -0.003 -0.175
C -0.92211 -1.28166 -3.33179 -0.208 -0.036 0.670
H -0.16542 -0.03595 -4.89076 0.002 -0.038 0.042
C -0.44162 -2.55638 -3.95562 0.224 -0.008 -0.281
H -0.04026 -2.35293 -4.95205 -0.001 -0.064 0.080
H -1.24586 -3.29335 -4.06039 0.070 0.073 0.025
H 0.35762 -3.02110 -3.36334 -0.106 0.011 -0.036
H -1.39265 3.19082 -4.05845 0.103 -0.088 0.008
H -0.19695 2.28408 -4.99986 -0.015 0.077 0.081
H 0.24752 2.96648 -3.43142 -0.061 0.002 -0.071
H -2.30285 3.27822 -2.08578 0.095 -0.253 0.361
H -2.83339 2.30300 -0.68591 0.172 0.085 -0.211
C 3.94564 1.95223 5.13056 0.180 0.154 -0.023
C 3.25803 0.61301 5.11874 -0.098 -0.269 0.020
C 3.98592 -0.49582 4.69298 0.132 -0.215 -0.129
C 3.42023 -1.77124 4.71936 -0.013 0.412 0.185
C 2.10458 -1.90912 5.13514 0.031 -0.079 -0.034
C 1.32192 -0.79139 5.48112 -0.018 0.270 0.186
N -0.00637 -1.07160 5.82764 -0.254 -0.878 0.433
C -1.20489 -0.35210 6.01065 -0.582 0.850 -0.346
C -2.06612 -0.78961 7.03534 0.117 0.441 -0.223
C -3.23783 -0.09402 7.35136 0.466 -0.238 -0.419
C -3.59848 1.03298 6.60918 -0.162 0.043 0.119
C -2.80509 1.43106 5.53334 0.070 0.046 0.323
C -1.62381 0.75118 5.21669 0.071 -0.771 0.245
C -0.85846 1.20333 3.99140 0.388 1.167 -0.523
O -1.06123 2.40974 3.67382 0.044 -0.410 -0.017
O -0.07476 0.41162 3.41816 -0.259 -0.236 0.366
C 1.93125 0.48498 5.55698 0.340 -0.802 -0.221
C 1.26851 1.68606 6.13478 -0.241 0.363 -0.009
H 3.43604 2.68699 4.48837 0.066 -0.191 0.228
H 4.00071 2.37533 6.14498 -0.048 -0.059 -0.255
H 4.97182 1.83029 4.75980 -0.222 0.129 0.089
H 5.01931 -0.34488 4.37289 -0.268 -0.145 0.030
H 4.00757 -2.64048 4.42288 -0.165 0.160 0.103
H 1.65754 -2.90911 5.18591 0.101 0.438 -0.057
H -0.14874 -2.05129 6.06941 0.245 0.492 -0.132
H -1.75997 -1.67006 7.59148 -0.114 0.068 0.192
H -3.83922 -0.45326 8.18063 -0.051 0.114 -0.099
H -4.50135 1.60205 6.87043 0.406 -0.306 -0.145
H -3.06442 2.31930 4.93735 0.220 -0.636 0.227
H 1.12490 2.45392 5.36126 -0.101 -0.102 0.227
H 0.30103 1.45746 6.57060 0.040 0.097 -0.023
H 1.89148 2.11366 6.92767 -0.004 0.004 -0.082
```
Forces are in eV/Å.

## Properties
energy above the lowest of the compared OMol25 structures with the same formula, charge and spin	2.245	eV
largest force on an atom	0.0737	Eh/bohr
E_LUMO (alpha / beta)	0.08267 / 0.08394	Ha
net charge	-1
energy	-63019.7730	eV
orbital gap (alpha / beta)	3.29 / 3.17	eV
HOMO level (alpha / beta)	-0.03830 / -0.03267	Ha

Here are the Löwdin charges for atoms 1 to 2, given in e: La 1.512; Cl 0.055

=====

[3]
Computed, not measured: a structure of composition C6H5N, with ωB97M-V/def2-TZVPD.

Geometry as XYZ:
```
12
Properties=species:S:1:pos:R:3:forces:R:3
C -0.78810 -0.09038 1.33527 0.196 -0.004 -0.091
C -1.09364 1.05192 0.74474 0.380 -0.347 -0.242
C -0.69736 1.41571 -0.52192 -0.007 -0.174 -0.211
N 0.69438 1.15805 -0.91398 -0.172 -0.233 0.506
C 0.22652 -0.20894 -0.96663 -0.102 0.218 -0.120
C -0.04392 -0.94417 0.28293 0.003 0.368 0.091
C 0.80463 -1.91209 0.25814 0.275 -0.210 0.283
H -0.74803 -0.36591 2.38689 -0.088 0.154 -0.313
H -1.32404 1.86328 -1.29447 0.165 -0.159 0.312
H 1.34271 1.31789 -0.13989 -0.230 -0.049 -0.167
H 0.16152 -0.67660 -1.94500 -0.032 0.108 0.241
H 1.46533 -2.60874 0.77392 -0.387 0.328 -0.287
```
Forces are in eV/Å.

## Properties
energy above the lowest of the compared OMol25 structures with the same formula, charge and spin	6.500	eV
largest force on an atom	0.0113	Eh/bohr
E_LUMO (alpha / beta)	-0.01918 / -0.02822	Ha
net charge	0
energy	-7785.2944	eV
orbital gap (alpha / beta)	7.80 / 7.91	eV
HOMO level (alpha / beta)	-0.30580 / -0.31896	Ha

Here are the Löwdin charges for atoms 1 to 2, given in e: C -0.058; C -0.006